C23H15Cl2N5O2S4SbW as an isolated structure, computed with ωB97M-V/def2-TZVPD.

Element x y z (Å)
1 W 6.28 10.81 10.14
2 Cl 5.45 14.08 16.13
3 C 5.32 13.75 14.49
4 C 5.24 12.40 14.05
5 C 5.51 12.12 12.70
6 N 5.38 10.88 12.04
7 C 5.08 9.79 12.82
8 O 5.01 9.72 14.03
9 C 4.95 8.62 11.97
10 C 4.42 7.46 12.45
11 C 4.59 6.32 11.68
12 C 4.92 6.48 10.33
13 C 5.29 7.73 9.86
14 N 5.44 8.79 10.69
15 C 6.00 13.16 11.83
16 C 5.99 14.46 12.27
17 C 5.40 14.74 13.48
18 Cl 4.91 16.33 13.78
19 N 6.45 12.73 10.59
20 C 7.25 13.57 9.73
21 O 8.26 14.11 10.12
22 C 6.60 13.98 8.47
23 C 7.34 14.38 7.35
24 C 6.64 14.88 6.25
25 C 5.26 15.18 6.34
26 C 4.66 14.78 7.53
27 N 5.31 14.28 8.58
28 H 4.84 11.60 14.68
29 H 4.16 7.38 13.49
30 H 4.44 5.31 12.11
31 H 4.95 5.61 9.71
32 H 5.58 7.87 8.83
33 H 6.28 15.26 11.62
34 H 8.40 14.18 7.31
35 H 7.14 15.02 5.35
36 H 4.66 15.50 5.52
37 H 3.59 14.86 7.56
38 S 6.33 8.04 6.58
39 Sb 6.09 10.34 6.23
40 S 8.21 11.20 8.84
41 S 4.76 10.80 8.54
42 S 8.47 10.90 6.79
43 C 9.77 7.81 12.24
44 C 9.51 7.85 10.91
45 C 8.60 8.80 10.42
46 N 7.92 9.63 11.19
47 C 8.27 9.66 12.53
48 C 9.15 8.75 13.08
49 H 10.45 7.01 12.59
50 H 9.92 7.11 10.16
51 H 8.27 8.67 9.37
52 H 7.79 10.43 13.16
53 H 9.31 8.77 14.13

Values from the calculation:
**Largest force on an atom**: 3.0 eV/Å
**HOMO level (alpha / beta)**: -10.460 / -10.461 eV
**Multiplicity**: 1
**Energy above the lowest of the compared OMol25 structures with the same formula, charge and spin**: 0.0 kcal per mole
**Charge**: +1
**LUMO (alpha / beta)**: -5.75 / -5.75 eV
**M**: 898.2 g/mol
**Frontier orbital gap (alpha / beta)**: 4.71 / 4.72 eV

A 4-piece molecular cluster, C12H20BO11S overall, computed with ωB97M-V/def2-TZVPD.

Element x y z (Å)
1 O -2.11 2.65 0.60
2 S -1.05 1.67 0.37
3 O -0.52 1.09 1.60
4 O -1.44 0.69 -0.60
5 B 0.30 2.63 -0.53
6 O 1.63 2.59 -0.12
7 O -0.08 3.34 -1.62
8 H 1.78 3.16 0.64
9 H 0.58 3.28 -2.32
10 O -6.26 -3.85 -1.69
11 C -5.31 -3.12 -1.74
12 O -5.21 -1.99 -1.01
13 C -4.01 -1.26 -1.37
14 C -3.09 -2.31 -1.98
15 C -4.08 -3.27 -2.63
16 H -4.27 -0.48 -2.07
17 H -3.58 -0.80 -0.48
18 H -2.36 -1.88 -2.67
19 H -2.54 -2.82 -1.19
20 H -4.35 -2.96 -3.64
21 H -3.73 -4.30 -2.63
22 O 2.63 3.26 -3.65
23 C 3.32 2.32 -3.38
24 O 3.36 1.20 -4.15
25 C 4.18 0.20 -3.52
26 C 5.09 0.97 -2.57
27 C 4.20 2.14 -2.17
28 H 3.53 -0.50 -3.00
29 H 4.73 -0.34 -4.29
30 H 5.44 0.36 -1.74
31 H 5.97 1.33 -3.11
32 H 3.57 1.90 -1.31
33 H 4.77 3.05 -1.97
34 O 1.38 -1.33 7.07
35 C 0.80 -1.01 6.06
36 O 1.41 -0.93 4.87
37 C 0.48 -0.42 3.87
38 C -0.90 -0.72 4.43
39 C -0.66 -0.62 5.93
40 H 0.65 0.65 3.74
41 H 0.66 -0.91 2.92
42 H -1.66 -0.05 4.05
43 H -1.19 -1.74 4.18
44 H -0.78 0.41 6.30
45 H -1.29 -1.29 6.51

Values from the calculation:
**Largest force on an atom**: 2.3 eV/Å
**HOMO level**: -5.509 eV
**Multiplicity**: 1
**Charge**: -1
**LUMO**: 2.38 eV
**M**: 383.2 g/mol
**Frontier orbital gap**: 7.89 eV

A 3-piece molecular cluster, C21H44N5O7PS overall, computed with ωB97M-V/def2-TZVPD.

Element x y z (Å)
1 C 2.95 1.83 -3.21
2 C 1.99 0.63 -3.81
3 N 0.57 1.13 -3.76
4 C -0.07 1.21 -5.13
5 O 0.03 0.03 -6.04
6 O 0.86 2.15 -5.83
7 S -0.17 2.62 -7.15
8 O 0.31 1.90 -8.43
9 O 0.24 4.10 -7.38
10 O -1.75 2.29 -6.54
11 C -1.55 1.99 -5.09
12 C -2.69 0.98 -4.38
13 C -4.21 1.46 -4.06
14 C -5.39 0.55 -3.32
15 C -4.82 -0.99 -2.97
16 C -3.28 -1.28 -3.41
17 N -2.25 -0.40 -4.04
18 P -1.61 3.67 -4.12
19 N -0.29 4.59 -4.36
20 O -1.65 3.25 -2.41
21 O -2.99 4.67 -4.60
22 H 2.57 2.21 -2.15
23 H 4.02 1.36 -3.03
24 H 3.00 2.72 -4.00
25 H 2.08 -0.27 -3.02
26 H 2.35 0.22 -4.85
27 H 0.06 0.49 -3.12
28 H 0.17 -0.81 -5.51
29 H -4.51 2.56 -4.38
30 H -6.47 0.92 -3.07
31 H -5.50 -1.80 -2.45
32 H -2.91 -2.39 -3.19
33 H 0.24 4.77 -3.48
34 H -2.21 3.95 -1.95
35 H -3.63 4.60 -3.81
36 C 4.51 -1.71 -1.19
37 C 4.39 -1.82 0.33
38 N 3.69 -0.69 0.95
39 C 3.82 -0.67 2.41
40 C 3.18 -1.82 3.19
41 C 2.35 -0.39 0.43
42 C 1.30 -1.49 0.50
43 H 5.00 -0.78 -1.49
44 H 5.11 -2.54 -1.57
45 H 3.54 -1.77 -1.69
46 H 5.41 -1.87 0.72
47 H 3.91 -2.78 0.57
48 H 3.42 0.28 2.79
49 H 4.89 -0.64 2.65
50 H 2.10 -1.72 3.24
51 H 3.55 -1.80 4.22
52 H 3.43 -2.80 2.77
53 H 2.45 -0.08 -0.61
54 H 1.96 0.50 0.94
55 H 1.69 -2.47 0.20
56 H 0.47 -1.25 -0.16
57 H 0.88 -1.59 1.51
58 C -2.41 -1.70 3.49
59 C -1.35 -1.79 4.58
60 N -1.19 -0.56 5.36
61 C 0.00 -0.57 6.22
62 C 0.05 -1.59 7.34
63 C -2.40 -0.03 5.99
64 C -3.15 -0.93 6.96
65 H -2.21 -0.86 2.81
66 H -2.42 -2.62 2.89
67 H -3.42 -1.58 3.90
68 H -0.40 -2.02 4.08
69 H -1.58 -2.65 5.22
70 H 0.15 0.43 6.64
71 H 0.87 -0.73 5.57
72 H -0.59 -1.31 8.18
73 H 1.08 -1.65 7.74
74 H -0.22 -2.60 7.01
75 H -3.10 0.27 5.20
76 H -2.16 0.92 6.50
77 H -3.25 -1.96 6.60
78 H -4.16 -0.54 7.12
79 H -2.67 -0.96 7.94

Values from the calculation:
**Largest force on an atom**: 9.5 eV/Å
**HOMO level**: -8.307 eV
**Multiplicity**: 1
**SMILES**: CCN[C@]1(O)OS(=O)(=O)O[C@]1(c1ccccn1)P(=N)(O)O.CCN(CC)CC.CCN(CC)CC
**LUMO**: -1.29 eV
**M**: 541.7 g/mol
**Frontier orbital gap**: 7.02 eV

- The lowest M belongs to which entry?
  C12H20BO11S

Repeat the first record exactly.
C23H15Cl2N5O2S4SbW as an isolated structure, computed with ωB97M-V/def2-TZVPD.

Element x y z (Å)
1 W 6.28 10.81 10.14
2 Cl 5.45 14.08 16.13
3 C 5.32 13.75 14.49
4 C 5.24 12.40 14.05
5 C 5.51 12.12 12.70
6 N 5.38 10.88 12.04
7 C 5.08 9.79 12.82
8 O 5.01 9.72 14.03
9 C 4.95 8.62 11.97
10 C 4.42 7.46 12.45
11 C 4.59 6.32 11.68
12 C 4.92 6.48 10.33
13 C 5.29 7.73 9.86
14 N 5.44 8.79 10.69
15 C 6.00 13.16 11.83
16 C 5.99 14.46 12.27
17 C 5.40 14.74 13.48
18 Cl 4.91 16.33 13.78
19 N 6.45 12.73 10.59
20 C 7.25 13.57 9.73
21 O 8.26 14.11 10.12
22 C 6.60 13.98 8.47
23 C 7.34 14.38 7.35
24 C 6.64 14.88 6.25
25 C 5.26 15.18 6.34
26 C 4.66 14.78 7.53
27 N 5.31 14.28 8.58
28 H 4.84 11.60 14.68
29 H 4.16 7.38 13.49
30 H 4.44 5.31 12.11
31 H 4.95 5.61 9.71
32 H 5.58 7.87 8.83
33 H 6.28 15.26 11.62
34 H 8.40 14.18 7.31
35 H 7.14 15.02 5.35
36 H 4.66 15.50 5.52
37 H 3.59 14.86 7.56
38 S 6.33 8.04 6.58
39 Sb 6.09 10.34 6.23
40 S 8.21 11.20 8.84
41 S 4.76 10.80 8.54
42 S 8.47 10.90 6.79
43 C 9.77 7.81 12.24
44 C 9.51 7.85 10.91
45 C 8.60 8.80 10.42
46 N 7.92 9.63 11.19
47 C 8.27 9.66 12.53
48 C 9.15 8.75 13.08
49 H 10.45 7.01 12.59
50 H 9.92 7.11 10.16
51 H 8.27 8.67 9.37
52 H 7.79 10.43 13.16
53 H 9.31 8.77 14.13

Values from the calculation:
**Largest force on an atom**: 3.0 eV/Å
**HOMO level (alpha / beta)**: -10.460 / -10.461 eV
**Multiplicity**: 1
**Energy above the lowest of the compared OMol25 structures with the same formula, charge and spin**: 0.0 kcal per mole
**Charge**: +1
**LUMO (alpha / beta)**: -5.75 / -5.75 eV
**M**: 898.2 g/mol
**Frontier orbital gap (alpha / beta)**: 4.71 / 4.72 eV

- Look up the M of the first one.
  898.2 g/mol